No. 1
{
  "formula": "C23H43F7O2S",
  "method": "ωB97M-V/def2-TZVPD",
  "symbols": ["C", "C", "C", "C", "C", "C", "C", "C", "C", "C", "C", "S", "O", "C", "C", "O", "C", "C", "F", "F", "C", "F", "F", "C", "F", "F", "F", "H", "H", "H", "H", "H", "H", "H", "H", "H", "H", "H", "H", "H", "H", "H", "H", "H", "H", "H", "H", "H", "H", "H", "H", "H", "H", "H", "H", "H", "C", "C", "C", "C", "C", "C", "H", "H", "H", "H", "H", "H", "H", "H", "H", "H", "H", "H", "H", "H"],
  "positions_angstrom": [[9.77812, -0.80266, 2.17184], [9.93648, -2.23099, 1.61779], [10.54735, -2.32509, 0.20897], [9.56358, -2.22045, -0.97692], [8.29219, -1.39161, -0.73861], [7.57455, -0.97938, -2.04492], [6.12463, -1.48209, -2.17352], [5.24200, -0.61219, -3.09236], [4.29099, 0.32720, -2.32429], [2.84508, -0.18358, -2.31656], [1.96733, 0.42805, -1.23291], [2.53080, -0.14077, 0.42359], [0.64914, 0.00332, -1.46837], [-0.35448, 0.64168, -0.69107], [-1.00579, -0.33642, 0.28753], [-2.41474, -0.28822, 0.08029], [-3.13156, -0.95552, 1.07498], [-4.55282, -1.21279, 0.60875], [-5.16669, -0.06993, 0.19538], [-5.25543, -1.68694, 1.67863], [-4.68969, -2.22512, -0.56093], [-4.13918, -1.68251, -1.66489], [-4.01044, -3.34728, -0.23373], [-6.14628, -2.63616, -0.94945], [-6.91624, -2.83879, 0.11547], [-6.70904, -1.67385, -1.67077], [-6.11619, -3.74985, -1.66395], [10.36326, -0.09261, 1.58084], [10.09488, -0.73374, 3.21260], [8.73977, -0.46313, 2.11856], [10.58569, -2.79295, 2.29620], [8.97289, -2.75038, 1.63318], [11.32724, -1.56465, 0.09917], [11.04742, -3.29652, 0.13799], [9.26207, -3.22476, -1.29338], [10.08880, -1.76322, -1.82220], [7.58681, -1.97250, -0.13820], [8.55036, -0.48784, -0.18140], [8.13730, -1.35672, -2.90479], [7.56236, 0.11099, -2.13223], [5.67558, -1.52551, -1.17717], [6.13714, -2.50586, -2.55875], [5.87881, -0.03267, -3.76570], [4.64188, -1.26931, -3.72794], [4.63497, 0.45472, -1.29633], [4.30416, 1.31414, -2.79809], [2.83171, -1.27235, -2.19587], [2.37599, 0.06149, -3.27400], [2.02602, 1.52140, -1.26975], [2.55993, 1.02752, 1.07410], [-1.12627, 1.00684, -1.37104], [0.07621, 1.48569, -0.14376], [-0.62740, -1.34527, 0.09801], [-0.78405, -0.05927, 1.32597], [-2.68042, -1.91611, 1.34771], [-3.22059, -0.35077, 1.98930], [-9.94304, 4.94715, 1.35843], [-9.49970, 3.92040, 2.39645], [-8.03099, 3.51948, 2.26987], [-7.65687, 2.86256, 0.93998], [-8.45807, 1.60794, 0.59638], [-8.28232, 0.48042, 1.60846], [-9.84882, 4.56047, 0.34276], [-10.98672, 5.22744, 1.50629], [-9.33977, 5.85481, 1.42831], [-10.13644, 3.03427, 2.32742], [-9.66226, 4.33135, 3.39628], [-7.77473, 2.84820, 3.09418], [-7.40855, 4.41010, 2.40405], [-6.59333, 2.60456, 0.96692], [-7.76804, 3.58812, 0.12943], [-8.13816, 1.25459, -0.38749], [-9.51939, 1.85320, 0.49974], [-7.23268, 0.20224, 1.69420], [-8.83945, -0.40728, 1.30481], [-8.63691, 0.76524, 2.60059]],
  "forces_ev_per_angstrom": [[-0.3, 0.0, -0.3], [0.2, 0.0, 0.1], [-0.2, -0.2, 0.0], [-0.1, 0.2, 0.0], [0.0, 0.0, -0.3], [-0.2, -0.1, 0.0], [0.1, 0.0, -0.1], [0.0, -0.2, 0.2], [-0.1, 0.1, -0.3], [0.1, 0.0, 0.1], [-0.1, 0.0, -0.1], [0.1, -0.1, 0.1], [0.0, 0.1, -0.2], [0.1, -0.2, 0.1], [-0.1, 0.2, 0.1], [0.0, 0.0, -0.1], [0.0, 0.1, 0.1], [-0.5, 0.0, -0.2], [0.2, -0.1, 0.2], [0.3, 0.1, -0.1], [0.0, 0.1, 0.0], [0.0, -0.2, 0.1], [-0.1, 0.1, 0.0], [0.0, 0.4, 0.3], [0.0, -0.2, 0.2], [0.0, 0.2, -0.2], [0.1, -0.3, -0.3], [0.1, 0.0, 0.1], [0.0, 0.0, 0.0], [0.1, 0.0, 0.0], [0.0, 0.0, -0.1], [0.1, 0.0, 0.0], [0.0, 0.0, 0.1], [0.1, 0.1, -0.1], [0.0, 0.1, 0.0], [0.0, -0.2, 0.0], [0.1, 0.1, 0.2], [-0.1, -0.1, 0.0], [0.0, 0.1, 0.0], [0.1, 0.0, 0.0], [-0.1, 0.0, 0.0], [0.0, 0.0, 0.1], [0.0, 0.0, 0.0], [0.0, 0.1, -0.1], [0.1, 0.0, 0.0], [0.0, 0.0, 0.1], [-0.1, 0.0, 0.0], [0.0, -0.2, 0.0], [0.1, 0.0, 0.1], [0.0, 0.1, -0.1], [0.0, 0.0, 0.0], [-0.1, 0.0, -0.1], [0.0, 0.0, 0.0], [0.0, -0.1, 0.0], [0.0, 0.0, -0.1], [0.0, 0.0, 0.0], [0.0, -0.1, 0.0], [0.0, 0.1, 0.0], [0.0, 0.0, 0.0], [0.0, 0.0, 0.0], [0.1, 0.0, 0.0], [-0.1, 0.0, 0.0], [0.0, 0.0, 0.0], [0.0, 0.0, 0.0], [0.0, 0.0, 0.0], [0.0, 0.0, 0.0], [0.0, 0.0, 0.0], [0.0, 0.0, 0.0], [0.0, 0.0, 0.0], [0.0, 0.0, 0.0], [0.0, 0.0, 0.0], [0.0, 0.0, 0.0], [0.0, 0.0, 0.0], [0.0, 0.0, 0.0], [0.0, 0.0, 0.0], [0.0, 0.0, 0.0]],
  "largest_force_ev_per_a": 0.50,
  "e_homo_ev": -9.5
}

***

No. 2
{
  "formula": "C23H43MnN4O7Si4Te2",
  "method": "ωB97M-V/def2-TZVPD",
  "symbols": ["Mn", "C", "C", "N", "C", "C", "N", "C", "O", "O", "C", "O", "O", "H", "H", "H", "H", "H", "C", "Si", "C", "C", "Si", "Te", "Si", "C", "C", "C", "Si", "C", "C", "C", "H", "H", "H", "H", "H", "H", "H", "H", "H", "H", "H", "H", "H", "H", "H", "H", "H", "H", "H", "H", "H", "H", "H", "H", "H", "H", "H", "Te", "C", "C", "C", "C", "C", "C", "O", "N", "C", "O", "N", "C", "O", "H", "H", "H", "H", "H", "H", "H", "H", "H", "H", "H"],
  "positions_angstrom": [[0.46767, -1.97172, -0.62906], [1.67369, -0.81619, 2.86785], [0.64883, -1.85364, 2.59961], [0.19161, -2.20830, 1.41266], [-0.83578, -3.09206, 1.61853], [-1.00360, -3.28850, 2.95704], [-0.04316, -2.50737, 3.55617], [-1.92788, -4.09562, 3.78198], [-2.82154, -4.80490, 3.13085], [-1.82926, -4.07374, 4.99131], [-1.60122, -3.58173, 0.43397], [-2.54082, -4.37127, 0.63046], [-1.25971, -3.04952, -0.66058], [2.19286, -0.55923, 1.94644], [2.39493, -1.15245, 3.61390], [1.18929, 0.08910, 3.24207], [0.05757, -2.43433, 4.55603], [-2.74010, -4.67793, 2.11557], [-4.63199, 2.88439, -2.81722], [-3.11279, 1.76368, -2.90638], [-3.71042, 0.03583, -3.32245], [-1.96350, 2.39926, -4.24902], [-2.02528, 1.85615, -0.82361], [0.27071, 0.79974, -0.84943], [-3.22863, 0.82091, 0.91307], [-3.90216, -0.83026, 0.33715], [-4.65756, 1.90559, 1.50100], [-2.07602, 0.53647, 2.37322], [-1.45344, 4.05308, -0.21962], [-2.94389, 5.19227, -0.02368], [-0.54836, 4.00340, 1.43386], [-0.30544, 4.81654, -1.49926], [-5.14608, 2.87499, -3.78299], [-4.37734, 3.91900, -2.58471], [-5.33935, 2.53470, -2.06204], [-4.15276, 0.03784, -4.32333], [-4.47125, -0.30499, -2.61907], [-2.88719, -0.67996, -3.30729], [-2.44254, 2.29898, -5.22724], [-1.03550, 1.82511, -4.26495], [-1.71430, 3.45142, -4.09943], [-4.73988, -0.70388, -0.35028], [-4.25920, -1.40829, 1.19529], [-3.14186, -1.41715, -0.17830], [-5.34713, 2.14230, 0.68804], [-4.29804, 2.84784, 1.92043], [-5.22344, 1.38730, 2.28035], [-1.18870, 0.00262, 2.03810], [-2.57714, -0.06888, 3.13534], [-1.75624, 1.47307, 2.83408], [-3.67075, 4.80503, 0.69222], [-3.45988, 5.34603, -0.97235], [-2.60778, 6.17065, 0.33233], [-1.21870, 3.71140, 2.24460], [-0.14358, 4.99154, 1.67104], [0.28460, 3.29721, 1.41212], [-0.80979, 4.95831, -2.45689], [0.57061, 4.18974, -1.67150], [0.03403, 5.79570, -1.14856], [0.24386, -0.83811, -3.04139], [5.28973, -2.33144, 2.07714], [5.84330, -1.41867, 0.99001], [5.12025, -1.57148, -0.36127], [5.79413, -0.68593, -1.42392], [5.11057, -0.75848, -2.78369], [5.25716, -3.02084, -0.78651], [6.33275, -3.54414, -0.99578], [4.09061, -3.72262, -0.90892], [2.81482, -3.18465, -0.78434], [1.83961, -3.92025, -0.94793], [2.63098, -1.88203, -0.49957], [3.67407, -1.07764, -0.19193], [3.51441, 0.07439, 0.19284], [5.72939, -2.09306, 3.04659], [5.50217, -3.38140, 1.86613], [4.20643, -2.22436, 2.17080], [6.90286, -1.62477, 0.82668], [5.73932, -0.37285, 1.28218], [6.83694, -1.00035, -1.50057], [5.77175, 0.33673, -1.04394], [5.16331, -1.76675, -3.20151], [5.59010, -0.08456, -3.49439], [4.05729, -0.47626, -2.72114], [4.13876, -4.69573, -1.17305]],
  "forces_ev_per_angstrom": [[0.1, -0.6, 0.5], [0.0, 0.0, 0.0], [0.0, 0.0, 0.0], [0.0, -0.1, -0.1], [0.0, -0.1, 0.1], [0.1, 0.0, 0.0], [-0.1, 0.1, -0.1], [-0.1, -0.1, -0.1], [0.1, 0.1, 0.1], [0.0, 0.0, 0.0], [-0.2, 0.4, 0.1], [0.0, -0.1, -0.1], [0.0, -0.2, -0.1], [0.0, 0.0, 0.0], [0.0, 0.0, 0.0], [0.0, 0.0, 0.0], [0.0, 0.0, 0.0], [0.0, 0.0, 0.0], [0.0, 0.0, 0.0], [0.1, 0.0, 0.0], [0.0, 0.0, 0.0], [-0.1, 0.0, 0.0], [-0.2, 0.0, 0.1], [0.1, 0.7, -0.2], [0.0, 0.1, -0.1], [0.0, 0.0, 0.1], [0.0, 0.0, 0.0], [-0.1, 0.0, 0.0], [0.0, -0.1, 0.0], [0.0, 0.0, 0.0], [0.0, 0.0, 0.0], [0.0, 0.0, 0.0], [0.0, 0.0, 0.0], [0.0, 0.0, 0.0], [0.0, 0.0, 0.0], [0.0, 0.0, 0.0], [0.0, 0.0, 0.0], [0.0, 0.0, 0.0], [0.0, 0.0, 0.0], [0.0, 0.0, 0.0], [0.0, 0.0, 0.0], [0.0, 0.0, 0.0], [0.0, 0.0, 0.0], [0.1, 0.0, 0.0], [0.0, 0.0, 0.0], [0.0, 0.0, 0.0], [0.0, 0.0, 0.0], [0.1, -0.1, 0.0], [0.0, 0.0, 0.0], [0.0, 0.0, 0.0], [0.0, 0.0, 0.0], [0.0, 0.0, 0.0], [0.0, 0.0, 0.0], [0.0, 0.0, 0.0], [0.0, 0.0, 0.0], [0.0, 0.0, 0.0], [0.0, 0.0, 0.0], [0.0, 0.0, 0.0], [0.0, 0.0, 0.0], [0.1, 0.1, -0.1], [0.0, 0.0, 0.0], [0.0, 0.1, -0.1], [0.0, -0.1, 0.1], [0.0, 0.0, 0.0], [0.0, 0.0, 0.0], [0.0, 0.1, -0.1], [0.0, 0.0, 0.1], [0.0, 0.0, 0.0], [-0.1, 0.0, -0.1], [0.0, -0.1, 0.0], [-0.1, -0.1, 0.2], [0.0, 0.2, -0.2], [0.0, -0.1, 0.1], [0.0, 0.0, 0.0], [0.0, 0.0, 0.0], [0.0, 0.0, 0.0], [0.0, 0.0, 0.0], [0.0, 0.0, 0.0], [0.0, 0.0, 0.0], [0.0, 0.0, 0.0], [0.0, 0.0, 0.0], [0.0, 0.0, 0.0], [0.0, 0.0, 0.0], [0.0, 0.0, 0.0]],
  "largest_force_ev_per_a": 0.78,
  "charge": -1,
  "spin_multiplicity": 4,
  "e_homo_ev": [-4.3, -4.3]
}

***

No. 3
{
  "formula": "C23H43N2O2P3Re",
  "method": "ωB97M-V/def2-TZVPD",
  "symbols": ["Re", "P", "P", "P", "H", "C", "C", "H", "C", "C", "C", "C", "C", "C", "C", "C", "C", "H", "H", "H", "H", "H", "H", "H", "H", "H", "H", "H", "H", "H", "H", "H", "H", "H", "H", "H", "H", "H", "H", "H", "H", "H", "H", "H", "H", "H", "C", "C", "C", "C", "C", "C", "O", "H", "H", "H", "H", "H", "H", "N", "C", "O", "C", "C", "C", "C", "N", "C", "H", "H", "H", "H", "H", "H"],
  "positions_angstrom": [[0.00000, 0.00000, 0.00000], [0.27380, -1.88520, -1.29820], [2.25430, -0.06000, 0.56050], [-2.05840, 0.39610, -0.98380], [1.57960, 2.11360, -1.09190], [0.52550, 1.92660, -0.87820], [0.05160, 2.10750, 0.48660], [0.76240, 2.40850, 1.25120], [0.92050, -1.71850, -3.03670], [1.39890, -3.25940, -0.74540], [-1.16340, -3.00120, -1.68700], [2.99690, 1.41730, 1.39200], [3.01540, -1.34330, 1.66490], [3.42820, -0.15840, -0.86840], [-2.86090, 2.04350, -0.72220], [-3.55180, -0.64790, -0.64630], [-2.09920, 0.39630, -2.83400], [-0.09560, 2.29050, -1.69900], [-0.91100, 2.58520, 0.64670], [1.00620, -2.68900, -3.54180], [1.90010, -1.23540, -3.01470], [0.25050, -1.07250, -3.60910], [1.38410, -4.08710, -1.46390], [1.06260, -3.62720, 0.22890], [2.42840, -2.91000, -0.64230], [-0.83240, -3.86570, -2.27390], [-1.92890, -2.47170, -2.25820], [-1.61130, -3.35430, -0.75400], [4.06910, 1.25190, 1.54210], [2.51920, 1.57790, 2.36250], [2.85640, 2.31320, 0.78260], [4.09850, -1.38780, 1.50510], [2.58440, -2.32800, 1.48260], [2.82910, -1.07230, 2.70620], [4.46230, 0.00150, -0.54220], [3.15330, 0.60260, -1.60280], [3.36040, -1.13710, -1.34850], [-3.79330, 2.09010, -1.29460], [-2.19860, 2.84670, -1.05430], [-3.08240, 2.19290, 0.33760], [-4.38490, -0.34640, -1.29110], [-3.85520, -0.52310, 0.39660], [-3.33440, -1.70330, -0.81400], [-3.07250, 0.73100, -3.21030], [-1.89810, -0.60480, -3.22110], [-1.31630, 1.06650, -3.19820], [-1.02840, -0.00020, -7.57900], [-0.34630, 0.40700, -8.72930], [-0.17310, 1.76720, -8.98520], [-0.67520, 2.72290, -8.10240], [-1.35530, 2.30450, -6.95600], [-1.53540, 0.95000, -6.68820], [-1.23120, -1.32510, -7.27170], [-0.83120, -1.86970, -7.96870], [0.04680, -0.33690, -9.42030], [0.35790, 2.07650, -9.88100], [-0.53900, 3.78070, -8.30430], [-1.75100, 3.03980, -6.26090], [-2.06210, 0.61380, -5.80060], [-1.91200, 0.23970, 6.41650], [-1.51980, 0.59550, 5.16740], [-1.31620, 1.77970, 4.94030], [-1.32360, -0.40280, 4.06490], [-1.54880, -1.77970, 4.22730], [-1.34010, -2.65070, 3.16010], [-0.90510, -2.15110, 1.93270], [-0.68310, -0.81980, 1.76360], [-0.88760, 0.04140, 2.80320], [-2.03120, 0.96300, 7.14220], [-2.09690, -0.73320, 6.68580], [-1.88160, -2.20270, 5.16180], [-1.51050, -3.71220, 3.28510], [-0.74660, -2.84040, 1.13820], [-0.70310, 1.09010, 2.65890]],
  "forces_ev_per_angstrom": [[-0.1, -3.1, 0.0], [0.5, -4.9, -2.8], [4.9, 0.4, 1.0], [-4.3, 1.3, -2.0], [0.0, -0.6, 0.4], [-0.6, 1.5, 2.2], [0.7, 3.6, -1.2], [0.1, -0.5, 0.0], [0.1, 1.3, 0.1], [0.2, 0.6, 0.6], [-0.4, 0.7, 0.3], [-0.7, 0.0, -0.2], [-0.9, -0.3, 0.0], [-0.7, -0.1, -0.3], [0.6, -0.1, 0.2], [0.6, -0.4, 0.5], [0.6, -0.2, 0.1], [-0.4, -0.5, 0.2], [-0.2, -0.5, -0.1], [-0.2, 0.0, 0.6], [-0.1, -0.1, -0.1], [0.1, -0.1, 0.0], [-0.2, 0.3, 0.0], [0.1, -0.1, -0.1], [-0.1, -0.1, 0.0], [0.2, 0.3, 0.2], [0.1, -0.1, 0.1], [0.0, -0.1, -0.2], [-0.2, -0.1, -0.1], [0.1, 0.0, 0.0], [0.2, 0.0, 0.1], [-0.2, 0.2, -0.1], [0.2, 0.0, 0.1], [0.0, 0.0, 0.0], [-0.3, 0.0, 0.1], [0.2, 0.0, 0.0], [0.1, 0.1, 0.0], [0.2, -0.1, 0.1], [-0.2, 0.1, 0.0], [-0.1, 0.0, -0.1], [0.3, 0.1, 0.0], [0.0, 0.0, -0.1], [-0.2, 0.1, 0.0], [0.2, 0.0, 0.3], [-0.1, 0.1, 0.0], [-0.1, 0.0, -0.1], [-0.5, -2.8, 0.5], [0.8, 1.2, -1.4], [0.3, -1.8, -0.6], [0.1, 0.4, -0.2], [-0.8, -1.4, 1.3], [-0.4, 1.9, 0.8], [0.5, 2.8, -0.6], [-0.1, -0.3, -0.1], [-0.1, 0.2, 0.1], [-0.1, -0.1, 0.1], [0.0, -0.1, 0.0], [0.0, -0.1, -0.2], [0.0, 0.0, -0.2], [-0.1, -1.5, -0.3], [-0.2, 2.2, 1.7], [0.3, -0.5, -1.1], [0.1, -1.1, -0.6], [0.2, 0.4, -0.5], [0.3, 0.5, -0.6], [-0.4, 0.1, 1.5], [-0.2, 1.5, 1.0], [-0.5, -1.0, 1.2], [0.2, -0.5, -0.8], [0.1, 0.9, 0.0], [0.0, 0.1, 0.2], [0.0, 0.0, -0.1], [0.2, -0.1, -0.7], [0.0, 0.3, 0.0]],
  "largest_force_ev_per_a": 5.69,
  "charge": 4,
  "spin_multiplicity": 4,
  "e_homo_ev": [-19.1, -19.1]
}